# 1
# C4H8AsCsF6O2S

A molecular structure, C4H8AsCsF6O2S at a distorted geometry (wB97M-V/def2-TZVPD, OMol25).

The geometry in ORCA input format:
```
! RIJCOSX wB97M-V def2-TZVPD def2/J DEFGRID3
* xyz 0 1
C 2.04 -0.58 2.38
H 2.85 -0.26 1.72
Cs -1.27 3.82 -0.99
F -1.26 0.20 -1.84
C 1.31 -1.70 1.57
F -2.27 0.71 -5.24
H 0.69 -2.24 2.29
H 1.22 -0.48 -0.17
C 1.05 0.49 2.74
H 2.47 -1.08 3.24
O -0.12 1.74 0.67
F -3.52 0.12 -2.92
O -1.53 0.09 1.90
H 2.04 -2.35 1.09
F -2.09 2.18 -3.19
C 0.49 -0.96 0.47
F -1.64 -1.36 -3.82
S -0.19 0.44 1.35
H 0.41 0.19 3.57
As -1.85 0.39 -3.50
F -0.07 0.71 -3.91
H 1.40 1.52 2.75
H -0.16 -1.58 -0.15
*
```

Its frontier orbital gap is 0.373 Eh. Its largest force on an atom is 3.44 eV/Å. The highest occupied orbital energy is -10.83 eV. The total energy comes out at -96903.070 eV. The molar mass comes out at 442.0 u. The relative energy (zero: lowest compared OMol25 entry of this formula, charge and spin) is 31.8 kcal per mole.

Here are the Löwdin charges for atoms 1 to 8, given in e: number 1, C, carries -0.23; number 2, H, carries 0.12; number 3, Cs, carries 1.11; number 4, F, carries -0.30; number 5, C, carries -0.19; number 6, F, carries -0.29; number 7, H, carries 0.12; number 8, H, carries 0.11

=====

# 2
# C17H19NO

2 unconnected molecules or ions with the total composition C17H19NO at a distorted geometry (wB97M-V/def2-TZVPD, OMol25).

The geometry in ORCA input format:
```
! RIJCOSX wB97M-V def2-TZVPD def2/J DEFGRID3
* xyz 0 1
C 2.41 1.21 -3.27
H 2.04 1.43 -4.27
H -2.09 0.24 -0.06
H -1.89 -2.47 2.16
N -1.26 -1.87 2.68
H 2.13 2.07 -2.65
H 3.50 1.16 -3.24
H 2.33 -0.24 -1.71
C 1.54 0.33 2.18
H -0.06 0.00 -4.54
H -2.07 1.82 4.19
H 1.78 1.26 2.67
C -0.84 0.27 3.32
H 2.00 -0.94 -3.23
H 2.49 -2.18 0.09
C 2.35 -0.40 1.31
C 1.81 -0.05 -2.64
C -0.11 -1.42 2.00
C -1.03 1.51 4.16
O -3.71 0.79 -2.06
H 0.50 0.40 -0.36
H -4.10 0.45 -1.28
H 3.32 -0.01 1.02
C -0.51 0.07 -3.56
H -2.63 -0.74 3.96
C -1.59 0.32 -1.01
H 0.44 -3.19 0.87
C 0.69 -2.18 1.18
C -1.72 -0.76 3.39
H -0.39 2.32 3.80
H -2.61 0.24 -4.25
C 0.26 -0.12 2.47
C -1.90 0.20 -3.44
C -2.39 0.36 -2.17
H -0.66 1.31 5.17
C 1.88 -1.59 0.76
C -0.22 0.27 -1.16
C 0.31 0.13 -2.46
*
```

Its frontier orbital gap is 0.319 Eh. Its largest force on an atom is 1.90 eV/Å. The highest occupied orbital energy is -8.06 eV. The total energy comes out at -21474.605 eV. Its structure (SMILES) is Cc1c[nH]c2ccccc12.CCc1ccc(O)cc1. The molar mass comes out at 253.3 u. The relative energy (zero: lowest compared OMol25 entry of this formula, charge and spin) is 37.6 kcal per mole.

Here are the natural (NBO) charges for atoms 1 to 8, given in e: number 1, C, carries -0.60; number 2, H, carries 0.20; number 3, H, carries 0.21; number 4, H, carries 0.40; number 5, N, carries -0.57; number 6, H, carries 0.20; number 7, H, carries 0.20; number 8, H, carries 0.21

=====

# 3
# C54H48AsBF4HfN2OP2S5

A molecular structure, C54H48AsBF4HfN2OP2S5 (wB97M-V/def2-TZVPD, OMol25).

The geometry in ORCA input format:
```
! RIJCOSX wB97M-V def2-TZVPD def2/J DEFGRID3
* xyz 0 1
H 5.52 1.27 2.49
B 0.75 -2.84 0.07
C -2.50 -3.34 3.89
H 5.67 6.98 -0.64
H -4.04 -5.21 -1.28
C 6.29 -0.38 3.61
C 5.59 1.56 -0.21
N -5.23 -3.56 -0.86
H 3.73 -1.43 6.03
H 4.71 -3.38 -2.55
C 6.89 5.17 -0.37
H -4.14 -1.97 4.01
F -0.21 -1.81 0.61
C 3.63 -1.76 -3.45
H -6.20 -1.88 -0.08
C -1.61 5.17 1.00
C 3.05 0.05 -1.98
C -0.10 3.36 1.57
C 6.51 2.58 -0.50
C 3.90 3.11 0.54
C -4.12 -4.44 -0.50
P 3.40 0.20 0.72
H -4.99 -3.75 -2.93
C 6.15 3.87 -0.22
H -3.57 -1.52 1.08
H 2.63 1.04 -1.85
H 6.97 0.25 4.17
H 1.61 2.55 4.03
C -1.93 3.86 2.99
C -4.02 -1.62 0.09
H 1.52 5.29 1.67
C 1.56 0.40 4.16
C -4.95 -2.96 -2.17
H 6.89 -2.20 4.58
C 4.24 -2.41 -2.39
C 3.19 1.81 5.27
C 6.24 -1.74 3.84
H 3.58 2.80 5.47
C -2.51 2.74 5.01
C -3.51 5.62 2.77
C 5.34 -2.52 3.14
C 4.24 -1.86 -1.12
C 4.86 4.11 0.29
C -3.76 4.88 4.11
H 2.56 0.00 -4.07
C 4.33 1.76 0.31
H -2.85 -2.78 -2.79
C -1.54 1.76 4.67
C 2.09 1.66 4.44
H 7.19 5.34 -1.41
H -2.78 0.02 3.59
H 4.64 0.82 6.50
H -3.62 5.54 4.96
H -5.45 -2.95 1.11
F 0.16 -4.04 -0.05
C -1.14 -3.47 3.65
H -1.43 0.90 5.32
H -2.02 -4.06 -0.98
C 2.18 -0.71 4.74
C -3.07 -2.08 3.87
C 5.90 6.25 0.14
H -5.75 -2.25 -2.39
S -3.81 1.43 -2.94
H -2.45 -3.61 0.66
S -0.51 -0.10 -2.81
C -0.89 2.97 2.69
C 3.04 -0.52 -3.25
C -0.78 1.81 3.52
H -1.90 5.94 0.29
O 1.17 1.80 -0.14
C -2.30 -0.95 3.64
C 5.46 0.20 2.66
H -0.68 -4.45 3.61
C 3.64 -0.62 -0.91
As -1.88 1.68 -2.24
C -0.48 4.38 0.73
H 3.62 -2.21 -4.44
C 3.48 5.91 1.06
C -2.74 3.76 4.13
H -3.08 2.62 5.92
N -3.03 -2.25 -0.79
H 5.28 -3.59 3.32
C 2.47 4.95 1.27
H -3.64 -1.23 -2.51
C 4.50 -1.95 2.19
H 0.67 -2.47 3.13
H 7.81 5.16 0.22
S 1.36 2.42 1.26
H -3.11 -4.22 4.06
C -2.81 -3.63 -0.37
C 3.79 0.70 5.84
Hf 0.17 -0.01 -0.53
H 6.30 6.81 0.99
S -1.90 1.05 0.01
C -3.57 -2.26 -2.16
C -0.92 -1.06 3.44
H -4.38 -4.95 0.43
C 3.27 -0.56 5.58
F 1.84 -2.81 0.90
F 1.05 -2.20 -1.17
H 5.90 0.54 -0.40
C 4.57 -0.58 1.91
C 2.64 3.62 0.99
H -4.77 4.49 4.17
H 3.80 -2.58 1.67
H 0.09 4.57 -0.17
H -4.22 -0.62 -0.29
C -0.36 -2.35 3.41
H -4.36 5.54 2.10
H 1.79 -1.70 4.57
C -5.31 -2.48 0.13
P 0.16 0.34 2.96
C 4.66 5.48 0.53
S -0.78 3.41 -2.51
H 4.72 -2.39 -0.31
C -2.30 4.94 2.16
H -3.32 6.68 2.92
H 7.48 2.33 -0.91
H 3.29 6.95 1.28
*
```

Its frontier orbital gap is 0.226 Eh. Its largest force on an atom is 0.67 eV/Å. The highest occupied orbital energy is -6.82 eV. The total energy comes out at -208261.419 eV. The molar mass comes out at 1303.5 u. The relative energy (zero: lowest compared OMol25 entry of this formula, charge and spin) is 0.7 kcal per mole.

Here are the Löwdin charges for atoms 1 to 8, given in e: number 1, H, carries 0.10; number 2, B, carries -1.23; number 3, C, carries -0.08; number 4, H, carries 0.12; number 5, H, carries 0.11; number 6, C, carries -0.09; number 7, C, carries -0.07; number 8, N, carries -0.17